[1]
The following is a quantum chemistry calculation of C31H26Br2LuN4O5S as an isolated structure at a distorted geometry, from the Open Molecules 2025 dataset.

Summary:
LUMO energy = -0.197 Ha
HOMO level = -9.26 eV
HOMO-LUMO gap = 3.9 eV
Net charge = +1

Geometry (Å):
Lu1 -0.24 -0.01 -0.41
Br1 -5.47 -2.81 3.14
C1 -3.96 -2.06 2.30
C2 -3.71 -0.70 2.40
C3 -2.62 -0.20 1.73
N1 -1.77 -0.96 1.01
C4 -1.97 -2.30 0.99
C5 -3.09 -2.87 1.60
C6 -0.92 -3.11 0.36
C7 -0.88 -4.49 0.53
C8 0.17 -5.22 0.01
Br2 0.22 -7.08 0.24
C9 1.19 -4.55 -0.67
C10 1.07 -3.19 -0.79
N2 0.06 -2.45 -0.32
H1 -4.35 -0.05 2.98
H2 -2.38 0.85 1.78
H3 -3.28 -3.92 1.52
H4 -1.65 -4.99 1.09
H5 2.03 -5.08 -1.08
H6 1.85 -2.65 -1.32
N3 2.10 0.07 -1.18
C11 2.31 1.38 -1.81
C12 3.58 1.93 -1.86
C13 3.78 3.14 -2.50
C14 2.69 3.79 -3.07
C15 1.42 3.24 -3.03
C16 1.24 2.02 -2.42
S1 2.95 5.29 -4.10
O1 4.27 5.75 -3.74
O2 1.85 6.16 -3.73
O3 2.83 4.69 -5.41
H7 2.84 -0.06 -0.50
H8 2.30 -0.63 -1.91
H9 4.42 1.41 -1.39
H10 4.75 3.60 -2.58
H11 0.61 3.78 -3.51
H12 0.25 1.53 -2.46
C17 -3.59 7.58 3.80
C18 -3.56 6.15 3.32
C19 -3.41 5.13 4.25
C20 -3.41 3.80 3.85
C21 -3.59 3.49 2.52
C22 -3.73 4.50 1.58
N4 -4.07 4.20 0.24
C23 -3.88 3.08 -0.52
C24 -4.95 2.72 -1.37
C25 -4.93 1.60 -2.16
C26 -3.80 0.78 -2.18
C27 -2.72 1.15 -1.41
C28 -2.71 2.28 -0.57
C29 -1.43 2.70 0.12
O4 -1.23 3.83 0.46
O5 -0.54 1.72 0.29
C30 -3.70 5.84 1.97
C31 -3.84 6.93 0.93
H13 -3.55 7.62 4.88
H14 -4.50 8.08 3.47
H15 -2.74 8.15 3.41
H16 -3.30 5.37 5.30
H17 -3.30 3.01 4.59
H18 -3.66 2.46 2.20
H19 -4.75 4.84 -0.14
H20 -5.84 3.35 -1.37
H21 -5.78 1.35 -2.77
H22 -3.76 -0.09 -2.82
H23 -1.81 0.55 -1.58
H24 -3.39 6.62 -0.01
H25 -3.35 7.84 1.26
H26 -4.89 7.17 0.76


[2]
The following is a quantum chemistry calculation of an isolated molecule of C8H12F2 at a distorted geometry, from the Open Molecules 2025 dataset.

Summary:
Expectation value of S² = 2.0140
LUMO energy (alpha / beta) = 0.036 / -0.049 Ha
HOMO level (alpha / beta) = -4.58 / -8.87 eV
HOMO-LUMO gap (alpha / beta) = 5.6 / 7.5 eV
2S+1 = 3

Geometry (Å):
C1 0.26 0.37 0.70
C2 -0.02 1.37 -0.10
C3 0.70 -0.94 0.11
C4 0.54 -0.98 -1.43
C5 0.20 0.41 -1.94
C6 0.18 0.40 2.21
C7 -0.42 2.78 -0.13
C8 -0.52 -1.99 -1.87
F1 -0.96 0.56 -2.60
F2 1.16 1.00 -2.67
H1 1.75 -1.09 0.37
H2 0.13 -1.76 0.57
H3 1.49 -1.25 -1.88
H4 0.51 1.36 2.61
H5 0.79 -0.39 2.63
H6 -0.85 0.24 2.52
H7 -1.01 3.02 0.76
H8 -1.02 2.98 -1.01
H9 0.46 3.43 -0.16
H10 -0.71 -1.91 -2.93
H11 -1.46 -1.83 -1.34
H12 -0.17 -3.00 -1.65


[3]
The following is a quantum chemistry calculation of C27H49Cl3GeN6OOsP2S as an isolated structure, from the Open Molecules 2025 dataset.

Summary:
Expectation value of S² = 0.7608
LUMO energy (alpha / beta) = -0.344 / -0.399 Ha
ΔE to the lowest compared entry with this formula, charge and spin = 53.86 kJ/mol
HOMO level (alpha / beta) = -17.12 / -16.97 eV
HOMO-LUMO gap (alpha / beta) = 7.8 / 6.1 eV
Net charge = +3
2S+1 = 2

Geometry (Å):
Os1 0.81 -1.36 0.34
C1 -0.06 -4.71 -0.59
P1 -0.63 -3.46 0.58
C2 -2.43 -3.47 0.32
C3 -0.50 -4.21 2.22
C4 0.97 -4.49 2.41
P2 1.94 -3.02 1.91
C5 2.30 -2.22 3.49
C6 3.46 -3.81 1.32
H1 -0.58 -5.64 -0.36
H2 1.01 -4.86 -0.55
H3 -0.32 -4.41 -1.61
H4 -2.70 -4.52 0.49
H5 -2.75 -3.20 -0.68
H6 -2.96 -2.86 1.05
H7 -1.11 -5.11 2.24
H8 -0.90 -3.52 2.96
H9 1.29 -5.32 1.78
H10 1.23 -4.73 3.44
H11 2.85 -2.94 4.09
H12 1.37 -1.96 4.00
H13 2.91 -1.33 3.35
H14 3.66 -4.62 2.03
H15 4.30 -3.13 1.30
H16 3.30 -4.23 0.33
C7 2.19 -0.46 -5.25
C8 0.83 -0.01 -5.77
C9 0.05 0.86 -4.80
C10 -0.44 0.05 -3.61
N1 -1.07 0.93 -2.60
C11 -1.35 0.61 -1.36
S1 -1.14 -1.10 -0.89
N2 -1.98 1.38 -0.51
C12 -2.60 2.69 -0.82
C13 -4.06 2.55 -1.23
C14 -4.76 3.91 -1.29
C15 -6.21 3.78 -1.71
H17 2.74 -1.00 -6.01
H18 2.09 -1.14 -4.39
H19 2.80 0.39 -4.95
H20 0.23 -0.88 -6.04
H21 0.97 0.54 -6.70
H22 -0.81 1.30 -5.31
H23 0.67 1.69 -4.45
H24 0.39 -0.48 -3.13
H25 -1.17 -0.69 -3.93
H26 -1.38 1.84 -2.93
H27 -2.20 0.97 0.38
H28 -2.01 3.18 -1.59
H29 -2.50 3.31 0.07
H30 -4.58 1.89 -0.53
H31 -4.12 2.07 -2.22
H32 -4.22 4.56 -1.98
H33 -4.69 4.38 -0.30
H34 -6.29 3.42 -2.74
H35 -6.72 4.75 -1.66
H36 -6.76 3.10 -1.07
C16 1.91 3.64 3.65
N3 1.59 2.98 2.34
C17 0.20 3.32 1.90
C18 1.90 1.48 2.24
C19 0.84 0.58 2.82
C20 0.54 0.78 4.18
C21 -0.56 0.21 4.78
C22 -1.41 -0.57 4.01
C23 -1.04 -0.88 2.70
C24 0.12 -0.38 2.08
H37 1.94 4.71 3.47
H38 2.88 3.29 4.00
H39 1.13 3.42 4.37
H40 2.22 3.40 1.66
H41 -0.49 2.67 2.43
H42 0.12 3.18 0.83
H43 0.00 4.36 2.16
H44 2.88 1.37 2.71
H45 2.01 1.31 1.17
H46 1.19 1.40 4.77
H47 -0.77 0.38 5.83
H48 -2.32 -0.98 4.42
H49 -1.70 -1.52 2.14
Cl1 1.85 -2.45 -1.74
Ge1 4.09 -1.32 -1.96
Cl2 5.24 -3.06 -1.47
Cl3 3.15 -0.82 0.68
O1 0.98 0.55 -0.53
N4 1.94 0.68 -1.43
C25 2.09 1.87 -1.88
C26 1.30 2.98 -1.42
N5 0.66 3.85 -1.04
C27 3.14 2.09 -2.84
N6 3.99 2.25 -3.60


[4]
The following is a quantum chemistry calculation of an isolated molecule of C4H7NO at a distorted geometry, from the Open Molecules 2025 dataset.

Summary:
LUMO energy = 0.036 Ha
ΔE to the lowest compared entry with this formula, charge and spin = 210.54 kJ/mol
HOMO level = -9.85 eV
HOMO-LUMO gap = 10.8 eV
SMILES string = CC(=O)[C@H]1CN1

Geometry (Å):
C1 1.82 -0.26 0.67
C2 0.65 0.53 0.11
O1 0.51 1.70 0.42
C3 -0.40 -0.07 -0.81
C4 -1.63 -0.57 -0.14
N1 -1.67 0.66 -0.90
H1 1.54 -1.27 1.00
H2 2.24 0.30 1.52
H3 2.60 -0.36 -0.09
H4 -0.24 -0.24 -1.85
H5 -1.70 -0.45 0.94
H6 -2.17 -1.44 -0.53
H7 -1.57 1.49 -0.33


[5]
The following is a quantum chemistry calculation of C50H39CsN14O4S as an isolated structure, from the Open Molecules 2025 dataset.

Summary:
LUMO energy = 0.129 Ha
ΔE to the lowest compared entry with this formula, charge and spin = 23.42 kJ/mol
HOMO level = -2.15 eV
HOMO-LUMO gap = 5.6 eV
Net charge = -2

Geometry (Å):
Cs1 0.38 -0.42 0.42
O1 -2.06 0.19 5.41
C1 -3.09 -0.69 5.41
C2 -3.81 -0.86 6.60
C3 -4.87 -1.73 6.64
C4 -5.24 -2.45 5.50
C5 -4.52 -2.27 4.33
C6 -3.44 -1.40 4.25
C7 -2.65 -1.22 2.98
O2 -1.52 -0.61 3.09
N1 -3.27 -1.68 1.92
N2 -2.59 -1.57 0.73
C8 -3.35 -1.66 -0.29
C9 -2.86 -1.56 -1.68
C10 -3.80 -1.58 -2.71
C11 -3.37 -1.43 -4.02
C12 -2.03 -1.25 -4.26
C13 -1.15 -1.23 -3.18
N3 -1.56 -1.39 -1.93
H1 -1.71 0.11 4.45
H2 -3.51 -0.28 7.46
H3 -5.43 -1.86 7.56
H4 -6.07 -3.13 5.53
H5 -4.79 -2.80 3.43
H6 -4.43 -1.78 -0.16
H7 -4.85 -1.71 -2.47
H8 -4.09 -1.44 -4.83
H9 -1.65 -1.10 -5.27
H10 -0.09 -1.07 -3.32
N4 1.63 9.29 -6.19
C14 1.46 8.38 -5.50
C15 1.24 7.26 -4.63
C16 1.88 6.05 -4.88
C17 1.67 4.97 -4.04
C18 0.81 5.08 -2.95
C19 0.17 6.29 -2.71
C20 0.38 7.38 -3.54
C21 0.59 3.91 -2.04
C22 1.64 3.63 -1.18
C23 2.84 4.42 -1.03
C24 3.58 3.80 -0.06
C25 2.80 2.66 0.35
N5 1.67 2.56 -0.30
C26 -0.65 3.26 -2.22
C27 -1.60 3.59 -3.24
C28 -2.66 2.73 -3.07
C29 -2.31 1.92 -1.95
N6 -1.13 2.22 -1.44
H11 2.55 5.96 -5.73
H12 2.17 4.03 -4.22
H13 -0.50 6.36 -1.86
H14 -0.12 8.32 -3.35
H15 3.09 5.32 -1.57
H16 4.54 4.10 0.32
H17 3.08 1.92 1.09
H18 -1.49 4.35 -4.00
H19 -3.57 2.67 -3.66
H20 -2.92 1.13 -1.52
C30 9.87 -2.52 -10.19
O3 9.78 -3.66 -9.37
C31 8.89 -3.60 -8.32
C32 8.10 -2.50 -8.03
C33 7.24 -2.53 -6.94
C34 7.15 -3.65 -6.11
C35 7.96 -4.75 -6.43
C36 8.81 -4.73 -7.51
N7 6.32 -3.78 -4.98
N8 5.59 -2.75 -4.78
C37 4.76 -2.75 -3.71
C38 4.66 -3.80 -2.78
C39 3.82 -3.75 -1.70
C40 2.97 -2.61 -1.43
O4 2.19 -2.58 -0.47
C41 3.11 -1.48 -2.38
N9 2.38 -0.38 -2.11
C42 2.42 0.64 -2.93
C43 3.21 0.63 -4.10
C44 3.98 -0.46 -4.37
C45 3.96 -1.57 -3.49
H21 10.61 -2.75 -10.95
H22 10.20 -1.65 -9.62
H23 8.92 -2.29 -10.67
H24 8.14 -1.60 -8.63
H25 6.62 -1.67 -6.71
H26 7.89 -5.62 -5.79
H27 9.44 -5.58 -7.75
H28 5.27 -4.67 -2.95
H29 3.75 -4.58 -1.01
H30 1.82 1.51 -2.67
H31 3.21 1.49 -4.76
H32 4.61 -0.51 -5.25
N10 0.63 -0.89 4.94
C46 1.74 -0.61 5.62
N11 1.62 -0.57 6.99
N12 2.93 -0.38 5.12
C47 2.98 -0.27 3.80
N13 3.05 -0.17 2.65
H33 -0.26 -0.73 5.37
H34 0.62 -0.85 3.93
H35 0.90 -1.13 7.40
H36 2.51 -0.57 7.47
S1 -2.52 3.06 3.18
C48 -1.08 3.16 4.10
C49 -0.04 2.67 3.37
N14 -0.37 2.22 2.11
C50 -1.63 2.37 1.88
H37 -1.07 3.53 5.11
H38 0.98 2.60 3.69
H39 -2.09 2.11 0.93


[6]
The following is a quantum chemistry calculation of a 2-piece molecular cluster, C2H7ClS overall at a distorted geometry, from the Open Molecules 2025 dataset.

Summary:
LUMO energy = 0.032 Ha
ΔE to the lowest compared entry with this formula, charge and spin = 72.17 kJ/mol
HOMO level = -9.71 eV
HOMO-LUMO gap = 10.6 eV
SMILES string = CCCl.S

Geometry (Å):
C1 -0.73 -0.57 0.04
C2 -0.48 0.78 0.71
Cl1 -1.79 1.94 0.35
H1 -1.66 -1.01 0.40
H2 -0.79 -0.46 -1.04
H3 0.09 -1.25 0.28
H4 0.45 1.23 0.35
H5 -0.42 0.69 1.79
S1 2.04 0.10 -0.86
H6 0.79 -0.37 -0.76
H7 2.51 -1.08 -1.26


[7]
The following is a quantum chemistry calculation of an isolated molecule of C5H10O, from the Open Molecules 2025 dataset.

Summary:
LUMO energy = 0.038 Ha
ΔE to the lowest compared entry with this formula, charge and spin = 125.40 kJ/mol
HOMO level = -10.07 eV
HOMO-LUMO gap = 11.1 eV
SMILES string = C[C@H]1C[C@H]1CO

Geometry (Å):
C1 1.49 -0.14 0.78
C2 0.16 -0.83 0.56
C3 -1.05 -0.18 1.17
C4 -0.96 -0.34 -0.32
C5 -0.70 0.74 -1.35
O1 0.46 0.44 -2.11
H1 2.28 -0.47 0.08
H2 1.44 0.96 0.74
H3 1.84 -0.39 1.79
H4 0.24 -1.91 0.61
H5 -1.75 -0.81 1.71
H6 -0.90 0.80 1.60
H7 -1.62 -1.13 -0.70
H8 -1.51 0.79 -2.07
H9 -0.62 1.74 -0.89
H10 1.22 0.73 -1.61


[8]
The following is a quantum chemistry calculation of a 3-piece molecular cluster, C10H27FN5O4PS overall at a distorted geometry, from the Open Molecules 2025 dataset.

Summary:
LUMO energy = 0.013 Ha
HOMO level = -8.67 eV
HOMO-LUMO gap = 9.0 eV
SMILES string = CCC[C@H](C)N(P(C)CC)S(=O)(=O)F.NC(N)=O.NC(N)=O

Geometry (Å):
C1 3.14 -0.70 0.76
C2 3.32 -0.02 -0.64
C3 2.07 -0.10 -1.59
C4 1.06 -1.27 -1.24
C5 0.34 -1.64 -2.60
N1 0.15 -0.78 -0.16
P1 -1.22 0.19 -0.75
C6 -0.84 1.93 -0.12
C7 -2.83 -0.25 0.07
C8 -3.71 -1.19 -0.84
S1 -0.27 -1.98 0.94
O1 -1.26 -2.95 0.45
O2 -0.60 -1.35 2.24
F1 1.09 -2.86 1.24
H1 2.21 -0.36 1.25
H2 3.21 -1.81 0.68
H3 4.01 -0.41 1.39
H4 3.55 1.06 -0.46
H5 4.22 -0.45 -1.13
H6 2.45 -0.33 -2.61
H7 1.55 0.88 -1.65
H8 1.67 -2.15 -0.96
H9 -0.61 -2.18 -2.42
H10 0.09 -0.72 -3.17
H11 1.04 -2.23 -3.23
H12 -1.54 2.65 -0.60
H13 -1.02 1.94 0.98
H14 0.23 2.19 -0.28
H15 -2.76 -0.66 1.10
H16 -3.41 0.70 0.16
H17 -3.19 -2.14 -1.07
H18 -3.94 -0.64 -1.77
H19 -4.68 -1.42 -0.36
N2 -2.89 2.04 -3.78
C9 -3.80 2.43 -2.84
N3 -4.08 3.77 -2.83
O3 -4.33 1.64 -2.07
H20 -2.45 2.67 -4.42
H21 -2.66 1.07 -3.81
H22 -4.75 4.09 -2.15
H23 -3.67 4.43 -3.45
N4 2.39 -1.26 5.44
C10 3.44 -0.42 5.64
N5 3.63 0.51 4.66
O4 4.16 -0.49 6.62
H24 1.79 -1.22 4.64
H25 2.22 -1.96 6.14
H26 4.40 1.15 4.77
H27 3.05 0.59 3.84


[9]
The following is a quantum chemistry calculation of a 7-piece molecular cluster, C31H60Br2NO18 overall at a distorted geometry, from the Open Molecules 2025 dataset.

Summary:
LUMO energy = -0.169 Ha
HOMO level = -12.13 eV
HOMO-LUMO gap = 7.5 eV
Net charge = +1

Geometry (Å):
C1 4.84 3.01 -0.43
C2 3.85 3.99 -1.06
Br1 4.89 5.46 -1.85
C3 2.82 4.61 -0.12
Br2 3.64 5.53 1.38
C4 1.68 3.69 0.44
C5 0.41 3.82 -0.46
C6 0.71 2.83 -1.50
N1 1.48 1.91 -1.05
C7 1.82 2.17 0.37
H1 5.69 2.88 -1.11
H2 5.21 3.39 0.52
H3 4.40 2.03 -0.29
H4 3.35 3.56 -1.92
H5 2.33 5.40 -0.68
H6 1.49 4.03 1.46
H7 0.15 4.81 -0.81
H8 -0.44 3.47 0.14
H9 0.32 2.90 -2.50
H10 1.82 1.14 -1.61
H11 2.69 1.67 0.78
H12 0.97 1.76 0.94
C8 6.47 7.99 0.58
C9 7.87 8.23 1.09
O1 8.16 9.62 1.22
C10 7.61 10.23 2.27
O2 6.93 9.70 3.11
O3 7.95 11.51 2.24
C11 7.39 12.30 3.29
H13 6.31 8.51 -0.37
H14 6.28 6.92 0.42
H15 5.72 8.35 1.29
H16 8.61 7.85 0.38
H17 8.04 7.73 2.05
H18 7.64 11.88 4.27
H19 6.31 12.37 3.18
H20 7.84 13.29 3.20
C12 -3.55 -2.53 2.80
C13 -2.92 -3.23 1.61
O4 -2.97 -2.41 0.41
C14 -2.10 -1.43 0.35
O5 -1.25 -1.14 1.16
O6 -2.29 -0.76 -0.80
C15 -1.43 0.35 -0.93
H21 -4.57 -2.22 2.58
H22 -3.56 -3.20 3.65
H23 -2.99 -1.64 3.08
H24 -3.49 -4.12 1.36
H25 -1.89 -3.52 1.81
H26 -0.40 0.04 -0.80
H27 -1.69 1.11 -0.18
H28 -1.59 0.76 -1.93
C16 2.12 -7.78 1.41
C17 0.80 -7.95 2.14
O7 -0.23 -7.10 1.60
C18 -0.76 -7.50 0.44
O8 -0.47 -8.51 -0.15
O9 -1.67 -6.60 0.07
C19 -2.29 -6.88 -1.19
H29 2.43 -6.73 1.43
H30 2.89 -8.38 1.90
H31 2.04 -8.10 0.37
H32 0.90 -7.64 3.18
H33 0.46 -8.98 2.12
H34 -2.72 -7.88 -1.21
H35 -1.56 -6.78 -2.00
H36 -3.07 -6.14 -1.31
C20 -4.95 -9.34 -7.23
C21 -3.60 -9.00 -6.67
O10 -3.37 -7.57 -6.64
C22 -3.99 -6.91 -5.67
O11 -4.68 -7.39 -4.81
O12 -3.71 -5.62 -5.80
C23 -4.37 -4.77 -4.86
H37 -5.08 -8.91 -8.22
H38 -5.06 -10.43 -7.31
H39 -5.75 -8.97 -6.60
H40 -2.81 -9.38 -7.31
H41 -3.46 -9.41 -5.67
H42 -4.16 -5.09 -3.84
H43 -5.44 -4.78 -5.03
H44 -3.97 -3.77 -5.02
C24 -2.08 8.72 -4.66
C25 -0.71 8.40 -4.11
O13 -0.58 7.01 -3.73
C26 -0.44 6.16 -4.74
O14 -0.37 6.41 -5.90
O15 -0.38 4.92 -4.21
C27 -0.29 3.88 -5.20
H45 -2.85 8.45 -3.94
H46 -2.15 9.79 -4.86
H47 -2.27 8.19 -5.59
H48 -0.52 8.95 -3.19
H49 0.08 8.65 -4.82
H50 0.55 4.05 -5.87
H51 -1.21 3.80 -5.76
H52 -0.12 2.96 -4.65
C28 -4.14 -4.59 10.14
C29 -3.56 -3.53 9.22
O16 -2.51 -4.05 8.40
C30 -2.90 -4.79 7.37
O17 -4.03 -5.02 7.04
O18 -1.81 -5.23 6.73
C31 -2.08 -6.10 5.64
H53 -3.36 -5.04 10.74
H54 -4.88 -4.14 10.80
H55 -4.63 -5.38 9.56
H56 -3.09 -2.74 9.81
H57 -4.33 -3.08 8.59
H58 -2.77 -5.65 4.93
H59 -2.49 -7.05 6.00
H60 -1.13 -6.29 5.15


Copy entry 2 word for word.
The following is a quantum chemistry calculation of an isolated molecule of C8H12F2 at a distorted geometry, from the Open Molecules 2025 dataset.

Summary:
Expectation value of S² = 2.0140
LUMO energy (alpha / beta) = 0.036 / -0.049 Ha
HOMO level (alpha / beta) = -4.58 / -8.87 eV
HOMO-LUMO gap (alpha / beta) = 5.6 / 7.5 eV
2S+1 = 3

Geometry (Å):
C1 0.26 0.37 0.70
C2 -0.02 1.37 -0.10
C3 0.70 -0.94 0.11
C4 0.54 -0.98 -1.43
C5 0.20 0.41 -1.94
C6 0.18 0.40 2.21
C7 -0.42 2.78 -0.13
C8 -0.52 -1.99 -1.87
F1 -0.96 0.56 -2.60
F2 1.16 1.00 -2.67
H1 1.75 -1.09 0.37
H2 0.13 -1.76 0.57
H3 1.49 -1.25 -1.88
H4 0.51 1.36 2.61
H5 0.79 -0.39 2.63
H6 -0.85 0.24 2.52
H7 -1.01 3.02 0.76
H8 -1.02 2.98 -1.01
H9 0.46 3.43 -0.16
H10 -0.71 -1.91 -2.93
H11 -1.46 -1.83 -1.34
H12 -0.17 -3.00 -1.65